C27H33F8N3O30 | wB97M-V/def2-TZVPD

Geometry as XYZ:
```
101
Properties=species:S:1:pos:R:3:forces:R:3
C -2.8201 -1.6282 -2.1470 -0.297 0.566 -0.048
N -2.7802 -2.6120 -3.2020 -1.344 -5.272 -0.504
O -2.9907 -3.8439 -2.9078 0.852 3.391 -0.431
O -2.6593 -2.2459 -4.3544 0.388 0.195 0.733
H -3.1133 -2.0370 -1.1800 0.481 -0.337 -0.315
H -3.6395 -1.0088 -2.5117 0.480 0.724 0.312
H -1.8229 -1.1904 -2.1916 -0.314 0.625 0.467
C 5.4390 1.9098 0.9440 0.061 -1.500 -0.086
N 6.0766 0.5594 1.1451 0.586 -1.743 0.905
O 5.4922 -0.3016 1.8677 1.167 1.919 -1.439
O 7.1419 0.3624 0.5635 -1.628 0.115 1.015
H 5.4640 1.9283 -0.1456 -0.213 0.830 0.217
H 6.0768 2.6438 1.4365 -0.147 -0.039 -0.238
H 4.4246 1.8292 1.3347 0.416 0.310 -0.100
C 1.2779 0.1666 0.6703 0.837 1.661 0.823
N 0.2509 -0.2014 -0.2786 -1.723 1.020 -1.580
O 0.0724 -1.3919 -0.4251 -0.416 0.539 -0.237
O -0.4022 0.7192 -0.8825 1.720 -2.579 1.595
H 1.1657 1.2343 0.8586 -0.131 -0.134 0.177
H 2.2777 0.0700 0.2469 -0.207 -0.478 -0.285
H 1.1663 -0.4080 1.5897 -0.144 -0.121 -0.349
C -2.6394 4.2138 1.0420 0.371 0.194 0.394
C -2.0135 4.1544 -0.3203 0.691 0.067 1.072
O -0.6467 4.3939 0.0823 0.516 -1.615 -3.239
C -0.5205 5.0429 1.1997 1.459 3.715 2.102
O 0.5029 5.6166 1.6131 -3.598 -2.468 -1.074
O -1.7876 5.1697 1.7211 0.032 -0.357 0.747
F -2.4436 5.1408 -1.1537 0.298 -0.214 0.045
H -2.4706 3.2312 1.4827 -0.180 -0.058 0.263
H -3.6945 4.4840 1.0856 0.291 0.309 0.008
H -2.0796 3.1754 -0.7949 0.214 0.214 -0.291
C 0.0893 -4.8697 -0.7730 -1.324 0.389 -0.300
C -0.7663 -4.9646 0.4491 -1.165 1.616 -1.047
O -0.0278 -4.0734 1.3552 -4.495 -1.166 0.377
C 1.2069 -4.1550 1.0053 2.368 -0.647 1.349
O 2.1085 -3.9165 1.7604 0.604 0.841 -0.096
O 1.3258 -4.6995 -0.1643 2.705 -0.687 -2.135
F -0.8955 -6.2285 0.8761 0.526 -0.371 0.987
H -0.1622 -3.9777 -1.3467 0.026 0.085 0.026
H -0.0419 -5.7193 -1.4432 0.702 -0.202 0.334
H -1.7745 -4.6101 0.2348 0.047 0.441 0.659
C -3.4946 -0.8677 2.0190 0.022 1.461 -2.773
C -3.7496 -1.6840 3.1921 -0.061 0.779 -0.006
O -2.6237 -1.3349 3.9145 1.714 -1.491 3.452
C -1.5286 -1.2234 3.1110 1.067 2.115 -0.705
O -0.3256 -1.1558 3.3424 -2.957 -0.945 0.498
O -2.0309 -0.8829 1.9270 -0.877 -0.433 -1.573
F -3.6795 -2.9752 2.8099 -0.086 -1.050 0.218
H -3.8247 0.1703 1.9800 0.199 0.153 0.982
H -4.0474 -1.2491 1.1605 0.881 -0.626 -0.405
H -4.6931 -1.5011 3.7063 0.394 0.012 0.407
C 0.9548 3.4319 -2.6739 -1.260 -0.727 -2.240
C 1.6655 2.2305 -3.2663 -0.829 0.599 1.172
O 2.4261 1.8626 -2.1644 1.453 -1.916 1.198
C 2.5472 2.8687 -1.2369 -0.957 -1.692 0.258
O 3.0439 2.7809 -0.1459 0.139 0.020 -1.331
O 1.8303 3.8450 -1.6842 -0.661 3.326 0.725
F 2.5286 2.5341 -4.2525 0.214 0.174 -0.916
H -0.0314 3.1048 -2.3443 0.379 -0.063 0.873
H 0.6810 4.1311 -3.4640 0.824 0.691 0.299
H 0.9453 1.4671 -3.5605 0.487 -0.293 -0.079
C 2.6081 -1.7108 4.2293 -0.871 1.576 -2.383
C 2.2332 -1.9983 5.6173 -2.350 -1.268 -1.711
O 3.3876 -1.8055 6.3607 3.537 0.658 0.551
C 4.4147 -1.4855 5.5172 -3.441 0.020 -1.457
O 5.6394 -1.3810 5.8412 -1.487 -0.154 -0.379
O 3.9258 -1.2562 4.2807 4.636 -0.106 2.589
F 1.8560 -3.2980 5.6104 0.134 -0.249 1.115
H 2.1289 -0.8176 3.8285 -0.576 -0.054 0.001
H 2.5002 -2.4762 3.4608 -0.079 -0.583 0.269
H 1.3704 -1.3899 5.8883 0.337 0.015 0.956
C -3.7012 2.0276 -5.9545 0.660 1.250 1.082
C -4.1965 0.8283 -5.1754 -0.892 3.592 -0.609
O -3.6205 1.0530 -3.9119 -0.822 -1.279 0.852
C -2.4635 1.7523 -4.0611 1.883 0.230 4.093
O -1.5811 1.8536 -3.1781 -3.144 -0.589 -3.090
O -2.5221 2.3891 -5.1673 1.043 1.072 -2.690
F -3.7131 -0.2312 -5.7083 1.379 -3.584 -1.262
H -4.3539 2.8909 -5.8242 -0.208 -0.146 -0.381
H -3.4296 1.8551 -6.9959 0.023 -0.085 0.254
H -5.2782 0.8185 -5.3095 -0.242 -0.263 1.406
C 0.3835 1.7417 6.2326 -0.074 -0.409 -1.613
C 1.6610 2.2671 5.5201 -2.541 1.689 1.565
O 1.1753 2.6734 4.2569 1.565 0.573 0.932
C 0.0576 2.0183 3.9639 -0.880 -0.732 2.470
O -0.4724 2.0296 2.9263 -0.915 -0.182 -1.648
O -0.4210 1.3613 5.1014 0.262 0.867 -1.260
F 2.5315 1.3140 5.3524 2.209 -2.831 -0.707
H -0.1351 2.5269 6.7826 0.171 -0.197 0.256
H 0.5020 0.7834 6.7385 0.394 0.542 0.664
H 2.1752 3.0162 6.1222 -0.316 0.717 -0.684
C 0.0216 -1.7258 -5.8582 -1.988 1.532 -1.955
C -0.2063 -3.2020 -5.8724 0.486 -0.639 1.457
O 0.1843 -3.5773 -4.5623 0.507 1.375 0.471
C 0.6337 -2.4466 -3.8921 0.104 -1.556 3.894
O 1.1227 -2.5490 -2.7608 -1.247 0.878 -3.673
O 0.2524 -1.3090 -4.5267 1.261 -1.311 0.050
F 0.6812 -3.7616 -6.7079 0.293 -0.649 -1.005
H -0.8791 -1.2440 -6.2388 -0.131 0.264 0.364
H 0.7751 -1.4525 -6.5969 0.614 -0.051 0.586
H -1.2080 -3.5976 -6.0406 0.108 0.195 -0.240
```
Positions in Å, forces in eV/Å.

Calculated values
Energy above the lowest of the compared OMol25 structures with the same formula, charge and spin in kJ/mol: 0.0
HOMO-LUMO gap (alpha / beta) in eV: 8.8 / 2.9
2S+1: 2
LUMO (alpha / beta) in eV: -3.730 / -9.611
Total charge: +1
⟨S²⟩: 0.758
HOMO energy (alpha / beta) in Eh: -0.46132 / -0.46132

***

C27H33NO | wB97M-V/def2-TZVPD

Geometry as XYZ:
```
62
Properties=species:S:1:pos:R:3:forces:R:3
C 1.3523 -5.4500 -4.2531 -0.133 -0.263 -0.223
C 1.6938 -4.2254 -3.4576 0.016 0.290 0.364
C 2.7640 -4.2509 -2.5591 -0.226 0.399 -0.150
C 3.1311 -3.1216 -1.8162 -0.343 -0.201 -0.306
C 4.3248 -3.3020 -0.9098 0.423 -0.403 0.162
C 2.4043 -1.9234 -1.9796 0.091 -0.082 0.032
C 2.7419 -0.6622 -1.1898 -0.454 0.033 -0.064
C 4.1092 -0.1066 -1.6067 0.126 0.185 -0.083
C 2.6623 -0.8600 0.3329 0.597 0.147 -0.449
C 1.4084 -1.3233 0.9354 0.425 -0.377 0.636
C 1.2819 -1.8669 2.2165 0.432 -0.373 1.182
C 0.0126 -2.4175 2.6515 0.194 0.218 -0.100
C -1.1752 -2.4961 1.7529 -0.923 0.038 0.014
C -0.1290 -2.9318 3.9283 0.020 -0.094 0.246
C 0.9412 -3.0207 4.8215 0.100 0.097 -0.410
C 0.7730 -3.6341 6.1820 0.115 -0.106 0.245
C 2.1949 -2.5649 4.3933 -0.144 0.049 0.113
C 2.3880 -1.9651 3.1572 -0.185 -0.307 -0.024
C 3.7941 -1.5175 2.8772 0.599 0.332 0.412
C 1.3684 -1.8747 -2.9305 -0.074 0.057 0.201
C 0.6558 -0.5793 -3.2276 -0.345 0.398 0.132
C 0.9803 -3.0308 -3.6072 0.455 -0.281 -0.018
H 0.4684 -5.2733 -4.8742 0.136 -0.085 0.080
H 2.1806 -5.7313 -4.9173 -0.163 0.095 0.107
H 1.1539 -6.3192 -3.6134 0.007 0.197 -0.060
H 3.3442 -5.1683 -2.4363 -0.160 0.197 -0.078
H 5.0479 -2.4804 -0.9377 -0.324 -0.263 0.120
H 4.0458 -3.4938 0.1383 0.022 0.116 -0.239
H 4.8735 -4.1955 -1.2411 -0.141 0.221 0.141
H 1.9989 0.1107 -1.4104 0.168 -0.199 -0.108
H 4.1142 0.0649 -2.6906 0.017 -0.029 0.219
H 4.3089 0.8529 -1.1181 -0.022 -0.085 -0.019
H 4.9428 -0.7842 -1.3785 -0.311 0.375 -0.071
H 3.4035 -1.6049 0.6001 0.284 0.207 0.133
H 2.9589 0.1008 0.7922 -0.150 -0.336 0.048
H 0.4966 -1.1933 0.3703 -0.387 -0.105 -0.611
H -1.9194 -3.2014 2.1687 0.460 0.234 -0.199
H -1.7055 -1.5300 1.6580 0.465 -0.278 -0.014
H -0.9125 -2.8274 0.7489 -0.032 0.069 0.027
H -1.0997 -3.3177 4.2479 0.233 0.113 -0.194
H 1.7286 -3.6372 6.7229 -0.300 0.001 -0.109
H 0.0334 -3.0937 6.7919 0.197 -0.067 -0.275
H 0.4228 -4.6741 6.1089 0.073 0.274 -0.070
H 3.0434 -2.6849 5.0722 -0.229 0.161 -0.241
H 4.3614 -1.4679 3.8203 -0.284 -0.091 -0.265
H 4.3345 -2.2401 2.2411 -0.254 0.312 0.067
H 3.8567 -0.5202 2.4253 -0.018 -0.431 0.162
H -0.2267 -0.7595 -3.8495 0.191 0.013 -0.013
H 0.2916 -0.1008 -2.3063 0.141 -0.138 -0.397
H 1.2904 0.1644 -3.7436 -0.110 -0.421 0.148
H 0.1245 -2.9852 -4.2845 0.291 -0.029 0.083
N -0.6739 -0.0475 -0.1494 -0.453 0.764 -0.102
C -0.7944 1.1711 0.5148 -0.514 -0.346 -0.512
O 0.1289 1.5697 1.2551 -0.049 -0.216 -0.134
C -2.0433 1.9099 0.2934 0.546 -0.209 0.236
C -3.0711 1.3723 -0.4403 0.484 0.338 0.382
C -2.8860 0.1315 -1.0654 0.264 -0.976 -0.402
C -1.6683 -0.5218 -0.9005 -0.813 0.651 0.005
H -2.0851 2.8875 0.7657 -0.212 -0.151 -0.038
H -4.0191 1.9048 -0.5262 0.238 -0.077 -0.090
H -3.6454 -0.3240 -1.6934 0.015 0.118 0.124
H -1.4831 -1.4776 -1.4179 -0.077 0.318 0.247
```
Positions in Å, forces in eV/Å.

Calculated values
HOMO-LUMO gap in eV: 4.8
LUMO in eV: -1.821
Total charge: 0
HOMO energy in Eh: -0.24166

***

Which value of total charge does entry 1 give?
+1